DFT (ωB97M-V/def2-TZVPD) results for a molecular structure, C7H19NSi at a distorted geometry.

Structure (XYZ):
```
28
Properties=species:S:1:pos:R:3
C 1.4500 -0.0689 1.6063
C 1.5788 -1.8949 -0.1894
C 2.5495 0.3705 -0.6073
C -2.2674 0.2729 1.2232
C -2.7392 -1.1883 -0.7602
C -0.4597 2.6140 -0.7850
C 1.4400 -0.4074 0.0939
N -1.6967 -0.2896 -0.1016
Si -0.2043 0.2433 -0.6817
H 1.3372 1.0044 1.6845
H 0.6299 -0.5898 2.1104
H 2.4334 -0.2700 1.9486
H 1.8719 -2.1452 -1.2375
H 0.6126 -2.5422 0.1008
H 2.3832 -2.3412 0.2530
H 2.5363 1.3232 -0.2344
H 3.5348 -0.1093 -0.4345
H 2.3262 0.4014 -1.6641
H -2.8798 -0.5528 1.6177
H -1.4620 0.4782 1.9229
H -2.7593 1.2167 1.0289
H -2.4534 -1.4106 -1.7860
H -2.6974 -2.1622 -0.2890
H -3.6437 -0.6600 -0.6125
H 0.2091 2.8947 0.0591
H -0.1537 3.2045 -1.6535
H -1.4029 2.8668 -0.5791
H -0.0735 -0.2582 -2.0333
```

Properties
Charge = 0
Electronic energy = -622.277514 hartree
LUMO = 0.829 eV
Gap between HOMO and LUMO = 8.987 eV
Energy above the lowest of the compared OMol25 structures with the same formula, charge and spin = 318.90 kJ/mol

Löwdin population analysis, charges in e, atoms 1 to 8: number 1, C, carries -0.092; number 2, C, carries -0.121; number 3, C, carries -0.113; number 4, C, carries -0.087; number 5, C, carries -0.096; number 6, C, carries -0.110; number 7, C, carries -0.679; number 8, N, carries -0.339